1.
The molecule C4H9N3O2, computed with ωB97M-V with the def2-TZVPD basis set.

Summary:
HOMO in hartree: -0.312

ORCA input file:
```
! wB97M-V def2-TZVPD RIJCOSX def2/J DEFGRID3
* xyz 0 1
C 0.4997 -2.0040 0.8044
C 0.5749 0.2959 -0.1364
C -0.4584 0.9676 0.7844
C 0.0186 -0.2789 -1.4308
N 1.5598 1.2866 -0.4560
N -1.0683 2.0122 0.1650
N -1.2236 -0.6746 -1.3578
O 1.2486 -0.8626 0.4709
O -0.7097 0.6167 1.9214
H 2.1498 0.9489 -1.2129
H 2.1394 1.4677 0.3579
H -0.6299 2.3711 -0.6630
H -1.6493 2.6118 0.7287
H -1.7970 -0.6943 -0.5092
H -1.6422 -1.1009 -2.1753
H 0.2235 -2.5747 -0.0890
H -0.3995 -1.7740 1.3844
H 1.1636 -2.6147 1.4132
*
```

=====

2.
The molecule C6H7NO, computed with ωB97M-V with the def2-TZVPD basis set.

Summary:
HOMO in hartree: -0.331
SMILES: O=C1[C@H]2C[C@@H]1[C@H]1N[C@H]12

ORCA input file:
```
! wB97M-V def2-TZVPD RIJCOSX def2/J DEFGRID3
* xyz 0 1
O 0.6556 0.3820 2.0497
C 0.1555 0.6484 0.8794
C -1.1238 -0.1756 0.3625
C -1.2184 0.8929 -0.9020
C 0.3316 1.0650 -0.5837
C 0.5346 -0.2716 -1.1141
N 1.0613 -1.3240 -0.0930
C -0.4274 -1.2463 -0.4725
H -1.9004 -0.3825 1.2871
H -1.3534 0.8104 -1.9281
H -1.8791 1.8003 -0.5767
H 1.3272 1.6980 -0.7661
H 0.8964 -0.3380 -2.1180
H 1.6021 -0.9271 0.6265
H -0.8799 -1.9253 -1.2886
*
```

=====

3.
The ion C2H7N2 with charge +1, computed with ωB97M-V with the def2-TZVPD basis set.

Summary:
HOMO in hartree: -0.502
SMILES: N/C=C/[NH3+]

ORCA input file:
```
! wB97M-V def2-TZVPD RIJCOSX def2/J DEFGRID3
* xyz 1 1
N 1.8754 0.3636 0.7332
C 0.7783 -0.0180 -0.0349
C -0.4618 0.2698 0.3170
N -1.5195 -0.2583 -0.6284
H 2.6155 1.0087 0.5282
H 2.2226 -0.2832 1.4196
H 0.9847 -0.8176 -0.7523
H -0.9104 1.0287 0.9240
H -1.3216 -0.8464 -1.4356
H -2.1153 -0.9141 -0.1043
H -2.1478 0.4668 -0.9666
*
```

=====

4.
A structure of composition C20H35N2O12PPb, computed with ωB97M-V with the def2-TZVPD basis set.

Summary:
HOMO in hartree: -0.297

ORCA input file:
```
! wB97M-V def2-TZVPD RIJCOSX def2/J DEFGRID3
* xyz 0 1
Pb -0.3025 0.3581 -0.0470
C 2.1620 -1.0258 -2.3282
C 2.1540 0.4419 -2.6857
O 0.8310 0.9427 -2.4728
C 0.7044 2.3350 -2.7520
C 1.2584 3.1976 -1.6428
O 0.4622 2.9519 -0.4866
C 0.9247 3.6254 0.6741
C -0.0147 3.2805 1.8072
O 0.0581 1.9088 2.1950
C 1.1578 1.5653 3.0373
C 2.2340 0.7846 2.3293
O 1.6983 -0.4776 1.9148
C 2.6912 -1.3088 1.3170
C 3.0104 -0.9591 -0.1159
O 1.8912 -1.2866 -0.9575
H 3.1343 -1.4506 -2.6044
H 1.3872 -1.5423 -2.8962
H 2.4041 0.5369 -3.7504
H 2.8850 1.0044 -2.0978
H -0.3649 2.5168 -2.8713
H 1.2091 2.5712 -3.6946
H 1.1676 4.2520 -1.9323
H 2.3060 2.9661 -1.4293
H 0.8956 4.7096 0.5079
H 1.9619 3.3398 0.8844
H -1.0444 3.4380 1.4830
H 0.1943 3.9177 2.6715
H 0.7526 0.9782 3.8664
H 1.6077 2.4717 3.4528
H 2.6590 1.3222 1.4802
H 3.0624 0.6187 3.0272
H 2.3111 -2.3306 1.3796
H 3.6202 -1.2386 1.8927
H 3.8743 -1.5557 -0.4345
H 3.2737 0.0983 -0.2160
C -1.2945 -2.7094 -2.6507
C -2.2641 -1.6163 -2.3815
N -2.0310 -0.5444 -1.6548
C -3.1900 0.1872 -1.6252
C -4.1398 -0.4479 -2.3751
N -3.5314 -1.5856 -2.8428
C -5.5601 -0.2018 -2.7380
O -6.1026 0.9047 -2.2957
O -6.1338 -1.0153 -3.4282
C -3.2847 1.4223 -0.7828
O -4.3282 2.0880 -0.8460
O -2.2775 1.6795 -0.0601
H -0.4523 -2.6119 -1.9680
H -0.9270 -2.6699 -3.6770
H -1.7563 -3.6846 -2.4939
H -4.0120 -2.2544 -3.4263
H -5.4449 1.4333 -1.7289
O 5.0541 1.5193 1.2586
C 4.9520 2.1201 0.1797
O 4.0080 2.0325 -0.6555
H 5.7830 2.8090 -0.1041
C -3.1773 -3.0031 2.5999
P -1.4833 -2.5143 2.2578
C -0.8628 -1.7122 3.7362
C -0.5430 -4.0338 2.0669
O -1.3958 -1.6418 1.0410
H -3.2409 -3.6276 3.4907
H -3.5713 -3.5497 1.7434
H -3.7762 -2.1041 2.7430
H -0.8742 -2.3825 4.5947
H -1.4782 -0.8372 3.9477
H 0.1568 -1.3845 3.5276
H -0.6289 -4.6714 2.9462
H 0.5037 -3.7803 1.9035
H -0.9128 -4.5695 1.1927
*
```

=====

5.
A structure of composition C39H35N2OP2S3SbTc, computed with ωB97M-V with the def2-TZVPD basis set.

Summary:
HOMO (alpha / beta) in hartree: -0.368 / -0.368

ORCA input file:
```
! wB97M-V def2-TZVPD RIJCOSX def2/J DEFGRID3
* xyz 1 1
Tc -1.5541 1.2774 -1.5753
O -1.2705 2.4769 0.2443
C -2.3522 3.3741 0.5104
C -3.6594 2.7947 0.0420
C -4.8648 3.1231 0.6340
C -6.0320 2.5754 0.1265
C -5.9520 1.7065 -0.9486
C -4.7082 1.4132 -1.4745
N -3.5846 1.9581 -1.0005
H -1.1283 1.8247 0.9636
H -2.1331 4.2806 -0.0570
H -2.3767 3.6268 1.5694
H -4.8836 3.7907 1.4849
H -6.9877 2.8124 0.5740
H -6.8330 1.2421 -1.3673
H -4.5940 0.7148 -2.2918
C 1.5975 2.5355 0.0003
N 1.5659 1.0490 -0.1157
P 1.0681 0.3527 1.4349
C 2.5443 0.7643 2.4340
C 2.3446 0.8954 3.8046
C 3.4199 1.1173 4.6552
C 4.6996 1.2295 4.1357
C 4.9045 1.1168 2.7655
C 3.8339 0.8813 1.9195
C 1.3480 -1.4324 1.2253
C 0.3983 -2.2797 1.7820
C 0.5691 -3.6583 1.7336
C 1.6909 -4.1894 1.1206
C 2.6495 -3.3458 0.5650
C 2.4841 -1.9748 0.6248
P 0.7662 0.5618 -1.5506
C 1.8292 1.3105 -2.8367
C 1.2993 1.6624 -4.0734
C 2.1214 2.1315 -5.0889
C 3.4847 2.2594 -4.8783
C 4.0276 1.9020 -3.6512
C 3.2074 1.4253 -2.6423
C 1.0923 -1.2120 -1.8236
C 2.3029 -1.6347 -2.3781
C 2.5466 -2.9805 -2.5964
C 1.5847 -3.9249 -2.2679
C 0.3782 -3.5154 -1.7234
C 0.1294 -2.1683 -1.5071
H 1.8168 2.8102 1.0297
H 0.6480 2.9964 -0.2791
H 2.3802 2.9534 -0.6249
H 1.3422 0.8175 4.2116
H 3.2554 1.2100 5.7206
H 5.5383 1.4096 4.7950
H 5.9032 1.2101 2.3588
H 3.9960 0.7947 0.8514
H -0.4813 -1.8640 2.2557
H -0.1785 -4.3076 2.1712
H 1.8272 -5.2624 1.0752
H 3.5273 -3.7633 0.0888
H 3.2331 -1.3226 0.1930
H 0.2384 1.5626 -4.2584
H 1.6940 2.3945 -6.0478
H 4.1248 2.6295 -5.6681
H 5.0929 1.9869 -3.4816
H 3.6400 1.1201 -1.6973
H 3.0646 -0.9203 -2.6537
H 3.4884 -3.2893 -3.0307
H 1.7749 -4.9764 -2.4402
H -0.3766 -4.2452 -1.4606
H -0.8112 -1.8668 -1.0719
S -2.9845 0.9982 -4.8301
Sb -2.6234 3.3064 -4.6031
S -1.3378 3.3914 -2.7488
S -1.9229 0.0279 -3.2884
C -2.0346 -0.1095 -0.1566
C -2.4797 -0.7224 0.7962
C -2.9699 -1.5226 1.8805
C -3.1781 -2.8930 1.7066
C -3.6186 -3.6722 2.7639
C -3.8548 -3.0994 4.0065
C -3.6514 -1.7382 4.1871
C -3.2121 -0.9533 3.1330
H -2.9901 -3.3381 0.7381
H -3.7780 -4.7326 2.6178
H -4.1969 -3.7113 4.8304
H -3.8337 -1.2866 5.1535
H -3.0456 0.1076 3.2751
*
```

=====

6.
The molecule C4H6NP, computed with ωB97M-V with the def2-TZVPD basis set.

Summary:
HOMO in hartree: -0.259

ORCA input file:
```
! wB97M-V def2-TZVPD RIJCOSX def2/J DEFGRID3
* xyz 0 1
C 0.5083 -0.4059 0.5979
C 0.4347 0.3585 1.8992
C -0.2011 -0.0659 -0.4963
C -0.1595 -0.6578 -1.8719
N -0.2793 1.4030 2.1032
P -1.1215 2.5038 1.5751
H 1.1215 -1.2530 0.7524
H 0.7860 -0.1049 2.8445
H -0.0441 -1.7159 -1.9991
H 0.7635 -0.4363 -2.4465
H -0.9824 -0.4107 -2.5575
H -0.8263 0.7850 -0.4008
*
```

=====

7.
A cluster of 9 separate species, C20H59IO9PS9 in total, computed with ωB97M-V with the def2-TZVPD basis set.

Summary:
HOMO in hartree: -0.368

ORCA input file:
```
! wB97M-V def2-TZVPD RIJCOSX def2/J DEFGRID3
* xyz 1 1
C 0.5440 0.3073 0.0441
C 0.8322 0.5982 1.5239
I 2.4820 -0.5347 2.2807
C 1.0487 2.0978 1.7438
S 2.3793 2.7231 0.6652
P 2.2005 4.9554 0.5744
C 0.4084 5.0617 0.3275
O 2.7772 5.1679 -0.9291
H 1.1404 -0.4986 -0.3800
H -0.5135 0.0761 -0.0995
H 0.7483 1.2046 -0.5470
H -0.0127 0.3080 2.1482
H 0.1565 2.6425 1.4281
H 1.3019 2.3576 2.7713
H 3.4426 2.6120 1.4779
H -0.1410 4.1365 0.1505
H 0.2509 5.6768 -0.5631
H -0.0091 5.5795 1.1951
H 2.4460 4.5957 -1.6373
C -3.2157 6.7209 -3.5635
S -2.5152 5.2074 -2.9088
O -1.8595 5.5676 -1.6121
C -1.2135 5.0458 -4.1237
H -4.0426 7.0092 -2.9173
H -2.4509 7.4974 -3.5643
H -3.5795 6.5197 -4.5718
H -0.5861 5.9374 -4.0905
H -1.6744 4.9266 -5.1058
H -0.6325 4.1565 -3.8746
C 3.2221 -6.0877 0.8026
S 1.9994 -5.0840 -0.0353
O 1.8792 -5.5882 -1.4280
C 3.0092 -3.5975 -0.1216
H 2.8101 -7.0889 0.9106
H 4.1333 -6.1266 0.2071
H 3.4315 -5.6722 1.7870
H 3.9336 -3.8154 -0.6560
H 3.2092 -3.2313 0.8855
H 2.4338 -2.8513 -0.6683
C 2.7087 8.2636 3.0062
S 3.2451 6.6619 3.6053
O 2.0648 5.7463 3.4922
C 3.3576 7.1105 5.3353
H 2.5409 8.1742 1.9345
H 1.7840 8.5434 3.5102
H 3.4925 8.9972 3.1933
H 2.3875 7.4728 5.6736
H 4.1251 7.8745 5.4577
H 3.6372 6.2160 5.8875
C -1.4335 1.0465 -3.2061
S 0.2793 1.5438 -3.3186
O 0.3841 2.9417 -2.7838
C 0.3329 1.6401 -5.1057
H -1.6962 0.9820 -2.1515
H -2.0668 1.7843 -3.6987
H -1.5600 0.0693 -3.6712
H -0.4222 2.3480 -5.4473
H 0.1490 0.6480 -5.5158
H 1.3259 1.9814 -5.3910
C -6.9370 3.6502 -6.9124
S -5.6680 4.8900 -7.1809
O -4.4990 4.4804 -6.3536
C -6.4914 6.2127 -6.2876
H -6.5836 2.7240 -7.3606
H -7.0841 3.5158 -5.8411
H -7.8601 3.9661 -7.3980
H -6.6731 5.8924 -5.2616
H -7.4264 6.4622 -6.7888
H -5.8291 7.0764 -6.3012
C 4.1876 -9.1151 4.1259
S 4.5878 -7.3672 4.1147
O 5.3994 -7.1175 2.8912
C 5.7368 -7.4149 5.4942
H 3.5025 -9.2945 3.3000
H 5.1019 -9.6931 3.9917
H 3.6985 -9.3610 5.0679
H 6.5446 -8.1099 5.2656
H 5.2044 -7.7180 6.3957
H 6.1340 -6.4100 5.6205
C -4.7587 -3.3585 -3.2200
S -4.5016 -1.6623 -2.6977
O -3.5841 -1.0487 -3.6977
C -3.5001 -2.0516 -1.2557
H -5.3297 -3.3269 -4.1455
H -3.7919 -3.8305 -3.3924
H -5.3243 -3.8914 -2.4557
H -2.6240 -2.6194 -1.5694
H -4.0968 -2.6205 -0.5429
H -3.1997 -1.1059 -0.8072
C 0.3675 -10.1669 5.7897
S -0.2893 -8.4976 5.6983
O 0.7770 -7.6476 5.1035
C -0.2704 -8.1847 7.4666
H 0.4796 -10.5283 4.7694
H 1.3357 -10.1442 6.2900
H -0.3321 -10.8041 6.3304
H 0.7464 -8.3028 7.8407
H -0.9518 -8.8741 7.9650
H -0.6069 -7.1611 7.6176
*
```

=====

8.
The molecule CH2Cl4OP2, computed with ωB97M-V with the def2-TZVPD basis set.

Summary:
HOMO in hartree: -0.326
SMILES: C=P(Cl)(Cl)OP(Cl)Cl

ORCA input file:
```
! wB97M-V def2-TZVPD RIJCOSX def2/J DEFGRID3
* xyz 0 1
C -0.4340 -0.1482 0.6584
P -1.4552 -1.2700 -0.1301
Cl -1.9567 -2.7685 0.9968
Cl -1.2453 -2.2441 -2.0854
O -2.9181 -0.5642 -0.3997
P -3.3675 1.0704 0.0107
Cl -4.7800 1.0919 -1.4482
Cl -4.3938 0.7375 1.6126
H -0.7010 0.7774 0.2768
H 0.5890 -0.4051 0.9483
*
```